C54H38Cl3MgN7O2S2 | ωB97M-V with the def2-TZVPD basis set

Structure (XYZ):
```
107
Properties=species:S:1:pos:R:3:forces:R:3
Mg 1.669229 1.024261 0.785234 0.235 -0.645 0.032
C 2.632573 3.386541 -2.863067 -1.223 0.760 0.170
C 2.020281 2.906138 -1.665976 1.118 1.348 0.721
N 2.395049 1.756635 -1.158511 -1.099 -0.373 0.435
C 3.202919 0.952620 -1.847807 -0.245 -0.327 0.915
C 3.799867 1.430919 -2.945817 1.630 -0.195 -2.957
N 3.484485 2.616558 -3.490187 0.647 0.049 0.055
C 3.369368 -0.399504 -1.316754 1.086 -1.474 -0.045
C 4.101536 -1.437248 -1.952066 -0.750 -0.206 1.131
C 4.197224 -2.673844 -1.303289 -0.252 -0.357 1.216
C 3.459042 -2.859941 -0.100179 1.166 -0.314 -0.489
C 2.782284 -1.790751 0.432586 0.023 -0.671 1.713
N 2.800304 -0.585613 -0.122337 -0.385 0.145 -0.400
C 2.063046 -1.884185 1.792540 1.104 0.774 -1.446
C 2.017678 -3.015206 2.640871 0.390 0.677 -1.729
N 1.382594 -2.960827 3.748673 -0.228 0.330 2.024
C 0.859903 -1.782128 4.140922 -0.238 -1.735 0.224
C 0.807466 -0.723744 3.314225 1.331 1.381 -1.455
N 1.509570 -0.734808 2.129993 -1.345 -0.401 1.438
C 5.012075 -3.791813 -1.881954 -0.609 -0.579 -0.232
C 4.927861 -3.953556 -3.261856 1.274 -1.253 -0.593
C 5.622782 -5.007414 -3.877551 0.093 -0.375 1.615
N 6.322508 -5.969491 -3.215102 -1.377 1.051 0.162
C 6.259109 -5.902537 -1.880744 0.560 1.004 0.670
C 5.679182 -4.805262 -1.159550 -0.226 -0.136 -2.475
H 2.413016 4.405404 -3.307160 0.135 -1.421 0.643
H 1.460036 3.482699 -0.913970 -0.154 0.195 -1.075
H 4.585621 0.840302 -3.499662 -1.008 0.681 0.656
H 4.602293 -1.415347 -2.899343 0.061 0.791 -0.321
H 3.531467 -3.797452 0.466492 -0.191 0.351 -0.533
H 2.526110 -3.937486 2.446629 0.119 -0.380 -0.549
H 0.514174 -1.807700 5.150044 -0.644 0.378 0.380
H 0.339888 0.213253 3.572166 -0.099 0.075 0.127
H 4.385658 -3.327497 -3.940240 -0.368 0.510 0.075
H 5.550741 -5.113535 -4.932845 0.204 -0.093 -0.760
H 6.805652 -6.705258 -1.343168 -0.536 0.659 -0.277
H 5.761818 -4.693480 -0.122991 0.199 -0.267 1.446
C 1.554558 -2.861530 -5.505626 1.939 0.211 -0.300
C 1.218978 -2.229454 -4.210430 -1.032 -0.565 1.434
C 0.859288 -0.872689 -4.028186 1.308 -2.173 -0.851
C 0.370342 -0.458259 -2.826908 -0.598 2.282 -0.282
C 0.255213 -1.356981 -1.828198 -0.860 -1.818 1.583
C 0.543472 -2.717983 -1.936784 -0.097 0.024 1.665
C 1.034891 -3.137862 -3.132564 0.278 0.371 -0.812
S -0.473409 -0.855952 -0.317733 -1.020 0.967 0.111
O -0.435728 -1.915388 0.709643 -0.038 -0.797 -0.248
C -2.219002 -0.660829 -0.838948 0.582 -0.685 -0.468
C -2.740169 -0.955321 -2.178098 0.849 0.284 2.550
C -4.016635 -0.612224 -2.374133 -1.543 0.347 -0.976
C -4.837659 0.029893 -1.392236 1.625 0.394 1.972
C -6.087925 0.558457 -1.619723 -1.609 -0.582 -1.202
C -6.892930 1.059970 -0.631446 -0.777 0.969 0.162
C -6.414116 1.128988 0.695204 1.147 -0.396 -1.822
C -5.116874 0.781385 0.973152 -1.217 -0.346 -2.247
C -4.319389 0.235337 -0.052965 -0.541 -0.963 -1.345
C -2.999124 -0.204256 0.192498 0.760 0.729 -0.500
C -2.540556 0.115791 1.573222 1.304 1.510 -0.400
C -2.941766 -0.693905 2.617776 -0.593 -0.549 3.080
C -3.503618 -1.985998 2.424975 -0.048 -0.411 -0.464
C -3.913570 -2.777916 3.476157 1.714 1.450 0.996
C -3.682864 -2.252993 4.796382 -1.400 -1.816 -0.033
C -3.274039 -0.974430 5.025180 0.079 -2.070 1.335
C -2.829833 -0.188844 3.998771 0.524 1.702 -2.467
C -2.283895 1.126410 4.226263 0.311 -0.339 -0.670
C -1.792543 1.872126 3.187173 0.287 0.392 -0.726
C -1.922782 1.339824 1.876001 -0.569 -0.702 -0.414
S -1.210744 2.207952 0.507304 -0.520 0.456 0.019
O 0.259984 2.323269 0.940991 0.105 0.540 -0.002
C -1.916715 3.854804 0.675126 -1.115 -0.037 0.733
C -1.135871 5.007884 0.928104 -0.876 -1.246 -1.369
C -1.823022 6.196889 0.967421 -0.581 0.944 0.894
C -3.243485 6.264501 1.015034 0.790 0.945 -0.360
C -3.940545 7.600668 0.971051 -2.045 -1.004 2.406
C -3.992287 5.124665 0.905593 -0.439 -1.444 -0.432
C -3.341549 3.903937 0.648158 1.010 0.843 0.317
H 0.701898 -3.352389 -5.919062 -0.560 -0.558 -0.221
H 2.419813 -3.576452 -5.426542 -0.996 0.474 0.019
H 1.859676 -2.113629 -6.215823 0.126 0.347 -0.490
H 1.076981 -0.215760 -4.828161 -0.233 0.762 -0.732
H -0.015476 0.588867 -2.715932 0.556 -0.952 0.062
H 0.390174 -3.403587 -1.037274 0.144 1.047 -1.418
H 1.250563 -4.186657 -3.231016 0.183 -0.255 -0.411
H -2.212850 -1.513947 -2.927633 0.480 0.117 -0.062
H -4.432331 -0.827968 -3.364716 -0.162 0.152 0.421
H -6.479714 0.402908 -2.617674 -0.181 0.382 -0.097
H -7.895770 1.525036 -0.861890 1.208 -0.924 0.184
H -7.042985 1.485580 1.428916 -1.191 0.787 1.592
H -4.719668 0.909403 1.914320 0.602 0.218 1.944
H -3.510469 -2.363490 1.396508 -0.193 0.051 0.403
H -4.150152 -3.815720 3.384032 -0.465 -0.304 -0.342
H -3.887945 -2.918774 5.687465 0.160 0.856 -1.207
H -3.147846 -0.813923 6.078316 0.175 1.099 0.230
H -2.185214 1.506034 5.223821 -0.194 0.027 0.448
H -1.311526 2.889168 3.243537 -0.629 -1.228 0.432
H -0.060078 4.946983 0.822649 0.005 0.096 0.451
H -1.262394 7.132443 1.076100 -0.222 -0.329 -0.165
H -5.106114 7.463723 1.058567 2.342 0.357 -0.132
H -3.721306 8.045088 0.059173 0.263 1.014 -1.748
H -3.587760 8.263983 1.777769 -0.253 -0.193 -0.291
H -5.110570 5.161049 0.943555 1.209 -0.032 -0.124
H -3.978171 3.063633 0.422869 0.247 -0.472 0.084
Cl 6.298473 3.144468 2.407315 0.027 0.324 0.277
C 5.563842 1.783243 3.266353 -1.486 1.233 0.230
Cl 6.377481 0.358993 2.820928 0.323 -1.366 -0.354
Cl 5.527139 1.969034 5.025945 0.057 0.208 -0.201
C 4.121904 1.781535 2.787747 1.636 -0.399 0.080
N 3.121906 1.721485 2.244393 -0.473 0.089 -0.241
```
Positions in Å, forces in eV/Å.

- Electronic energy: -135810.8512 eV
- LUMO level: -0.2131 Ha
- Highest occupied orbital energy: -12.8 eV
- ΔE to the lowest compared entry with this formula, charge and spin: 23.61 kcal/mol
- Strongest force on any atom: 0.06577 hartree/bohr
- Kohn-Sham gap: 6.98 eV
- Charge: +2

Mulliken population analysis, charges in e, atoms 1 to 8:
1. Mg 2.110
2. C -0.458
3. C -0.203
4. N -0.010
5. C -0.286
6. C 0.090
7. N -0.560
8. C 0.134

C54H41BrN4O4P2RuTe | ωB97M-V with the def2-TZVPD basis set

Structure (XYZ):
```
108
Properties=species:S:1:pos:R:3:forces:R:3
Ru 0.119957 0.243115 -0.237799 0.466 -0.687 -0.268
O 5.053770 1.570557 -0.576163 0.102 0.076 0.087
C 3.183165 0.228405 0.167739 -0.085 -0.018 0.035
O 2.170359 1.052673 -0.530476 0.133 -0.111 0.219
C 2.755329 -1.044701 0.480123 -0.061 0.146 -0.163
C 3.629407 -2.013903 1.107829 0.105 -0.027 0.033
C 3.216970 -3.272278 1.320482 0.042 -0.018 0.019
C 1.902410 -3.692205 0.929461 -0.110 0.165 -0.033
C 1.441530 -4.999175 1.121272 0.011 -0.029 0.009
C 0.171406 -5.365349 0.739082 0.014 -0.024 0.017
C -0.655748 -4.410815 0.141317 -0.022 0.024 -0.019
C -0.221540 -3.118906 -0.060357 0.051 0.038 -0.020
C 1.067693 -2.718716 0.339022 0.071 -0.301 0.126
N 1.481123 -1.418153 0.153446 -0.492 0.195 0.024
H 4.622387 -1.712719 1.395074 -0.026 -0.055 0.015
H 3.879250 -3.995178 1.783262 -0.001 0.025 0.004
H 2.107060 -5.723114 1.578578 -0.009 0.018 -0.011
H -0.176513 -6.378493 0.888964 -0.007 0.018 -0.003
H -1.652292 -4.688207 -0.181334 0.020 -0.010 0.003
H -0.862044 -2.405356 -0.559058 0.011 0.040 -0.025
C -1.011568 -0.514112 2.598607 0.025 -0.017 -0.072
O -1.264866 -0.444844 1.190580 -0.009 0.095 -0.124
C -2.563865 -0.427657 0.737424 0.018 -0.009 0.156
C -3.663272 -0.501872 1.546447 0.063 0.028 0.017
C -4.932872 -0.422168 0.960166 -0.112 0.005 0.081
Br -6.457293 -0.467263 2.075656 0.044 -0.009 -0.030
C -5.073038 -0.268563 -0.387238 -0.150 0.042 -0.138
C -3.938546 -0.202116 -1.217004 0.091 -0.013 0.200
C -2.646402 -0.301618 -0.668205 -0.130 -0.126 -0.208
O -1.558535 -0.270245 -1.394243 0.250 -0.048 0.385
C -4.059298 0.086367 -2.617823 0.078 0.050 -0.155
N -3.028187 0.259514 -3.444691 0.071 -0.045 -0.109
C -3.484225 0.593937 -4.712990 -0.056 0.023 0.001
C -2.816465 0.879899 -5.895116 0.049 -0.018 -0.017
C -3.601677 1.177673 -6.993073 0.031 0.002 0.009
C -4.999938 1.191286 -6.914214 -0.024 0.004 -0.023
C -5.664155 0.907542 -5.735706 -0.075 0.001 0.025
C -4.874223 0.609282 -4.635786 0.074 0.013 0.024
N -5.188086 0.287268 -3.316381 -0.161 -0.018 -0.010
H -1.450655 -1.427255 2.997306 -0.009 -0.016 0.015
H -1.413115 0.370775 3.093988 -0.013 0.010 0.009
H 0.068549 -0.551614 2.696747 0.033 -0.005 0.013
H -3.575853 -0.595078 2.619503 0.022 -0.008 -0.022
H -6.070756 -0.179973 -0.800070 0.048 -0.001 0.007
H -2.077696 0.155460 -3.086556 -0.030 0.017 0.037
H -1.735815 0.870242 -5.950309 -0.059 0.008 0.004
H -3.127013 1.405594 -7.937840 -0.003 -0.003 0.016
H -5.573517 1.429576 -7.799759 0.002 -0.007 0.020
H -6.744722 0.917800 -5.677290 0.029 0.001 -0.009
H -6.114595 0.218189 -2.932009 0.000 0.013 0.002
Te 0.353283 3.246112 2.569949 -0.003 0.176 0.074
C 0.250102 5.365934 2.589445 0.073 -0.045 0.066
C -0.602526 6.047047 1.732064 -0.019 -0.017 -0.079
C -0.571284 7.433998 1.729609 0.073 -0.007 0.078
N 0.230757 8.155310 2.513285 -0.023 -0.010 -0.011
C 1.032828 7.494988 3.342424 -0.059 -0.034 -0.063
C 1.083474 6.106519 3.415700 -0.067 -0.020 0.051
C 0.698098 3.148951 0.519756 0.454 -0.067 -0.318
P 2.247617 2.644792 -0.030515 -0.288 0.467 0.130
C 3.581155 2.378452 1.090901 -0.106 -0.175 0.001
C 3.886771 3.016461 2.258576 0.132 -0.092 -0.066
C 4.868657 2.494124 3.107164 -0.014 0.006 -0.015
C 5.532470 1.293342 2.756634 0.074 0.020 0.034
C 5.264986 0.628964 1.609486 0.019 0.026 -0.020
C 4.296269 1.133759 0.588792 0.045 -0.016 -0.048
C 2.852365 3.619842 -1.416913 -0.206 -0.091 0.001
C 3.379002 3.072309 -2.579542 0.000 0.024 -0.020
C 3.869769 3.914364 -3.565190 0.012 -0.026 -0.041
C 3.853150 5.291674 -3.385205 -0.018 -0.010 0.003
C 3.330834 5.837689 -2.220397 -0.002 -0.008 -0.005
C 2.819794 5.002276 -1.239695 -0.009 0.006 0.042
P -0.506110 2.344839 -0.534710 -0.401 0.298 -0.150
C -0.102991 2.792761 -2.262828 0.013 0.046 -0.045
C -0.106337 4.122318 -2.687637 0.064 -0.020 0.032
C 0.166782 4.436740 -4.007839 0.012 0.025 0.032
C 0.449457 3.425984 -4.920603 0.038 0.014 -0.054
C 0.468161 2.103028 -4.509559 0.015 0.006 0.047
C 0.190396 1.787610 -3.183448 -0.022 0.175 -0.031
C -2.234285 2.954374 -0.419140 0.006 0.142 0.108
C -2.887209 3.051996 0.812516 -0.079 -0.086 -0.054
C -4.226062 3.409930 0.884120 0.005 -0.027 -0.013
C -4.946449 3.662369 -0.275165 -0.008 -0.014 0.015
C -4.319364 3.545447 -1.506726 0.015 -0.032 -0.026
C -2.977413 3.192930 -1.580557 0.007 0.009 0.085
H -1.275107 5.516415 1.067087 0.026 0.021 0.019
H -1.225498 7.992860 1.068174 0.019 -0.002 0.017
H 1.677116 8.098437 3.973567 -0.023 -0.010 -0.018
H 1.761703 5.625171 4.110072 0.016 0.020 -0.026
H 3.349180 3.906818 2.546150 -0.042 0.064 0.030
H 5.109926 2.999511 4.031973 0.003 -0.015 -0.027
H 6.306437 0.912920 3.411979 -0.022 0.018 -0.001
H 5.879886 -0.215876 1.324980 -0.036 0.007 0.023
H 5.534611 0.805191 -0.917309 -0.067 -0.032 -0.027
H 3.411625 1.999135 -2.704743 -0.001 -0.013 -0.010
H 4.276552 3.492521 -4.476036 -0.010 0.013 0.022
H 4.249939 5.941815 -4.155303 -0.010 -0.023 0.019
H 3.317577 6.910992 -2.077110 -0.002 -0.036 -0.001
H 2.388986 5.421341 -0.336273 -0.008 0.007 -0.017
H -0.315254 4.910465 -1.971847 0.005 -0.006 -0.019
H 0.170367 5.470959 -4.327779 -0.003 -0.012 0.009
H 0.671806 3.677691 -5.950933 -0.008 -0.010 0.038
H 0.719594 1.316233 -5.211822 -0.007 0.021 0.023
H 0.219201 0.754112 -2.865758 0.007 -0.118 0.038
H -2.350941 2.842641 1.726430 0.018 0.008 0.029
H -4.707756 3.486083 1.851047 0.010 0.005 -0.015
H -5.989130 3.949859 -0.216278 0.027 -0.011 -0.003
H -4.869393 3.743121 -2.420547 0.027 -0.005 0.035
H -2.515048 3.110042 -2.553558 0.036 0.031 -0.032
```
Positions in Å, forces in eV/Å.

- Electronic energy: -169301.6748 eV
- LUMO level (spin up / spin down): -0.1051 / -0.1253 Ha
- Highest occupied orbital energy (spin up / spin down): -8.5 / -8.6 eV
- ΔE to the lowest compared entry with this formula, charge and spin: 0.00 kcal/mol
- ⟨S²⟩: 0.80
- Multiplicity: 2
- Strongest force on any atom: 0.01698 hartree/bohr
- Kohn-Sham gap (spin up / spin down): 5.68 / 5.21 eV
- Charge: +1

Mulliken population analysis, charges in e, atoms 1 to 8:
1. Ru 0.311
2. O -0.566
3. C -1.150
4. O -1.051
5. C 1.474
6. C -0.921
7. C -1.197
8. C 1.162